# 1
Entry from the OMol25 dataset: 2 unconnected molecules or ions with the total composition C3H9NO2S at a distorted geometry (the ωB97M-V functional and the def2-TZVPD basis).

The geometry in XYZ format:
```
16
Properties=species:S:1:pos:R:3:forces:R:3
C 1.26050 0.59224 -0.33631 -2.2 0.2 -2.6
C 2.00269 0.20157 -1.61317 2.6 -3.2 -0.1
S 3.86455 -0.17747 -1.16538 -0.6 0.8 -0.6
N -0.11909 0.39226 -0.66584 -3.2 1.4 0.7
C -1.15832 0.45901 0.55765 0.8 -0.5 -3.5
O -2.01586 -0.52423 0.39611 -0.2 -0.9 -0.4
H 1.31985 0.18412 0.63674 1.9 -1.5 1.0
H 1.29957 1.63532 -0.14877 0.9 1.5 0.0
H 1.88665 0.86195 -2.55748 0.0 -0.8 2.0
H 1.78312 -0.94724 -1.90329 -0.4 2.8 0.5
H -0.37931 -0.39583 -1.25586 0.3 0.0 0.7
H -1.80393 1.37748 0.50798 1.3 0.6 0.3
H -0.46364 0.38260 1.41731 -0.1 0.4 0.6
H -2.46382 -1.92409 1.70870 -0.2 -1.8 -1.2
H -2.24437 -0.72816 2.00359 0.5 2.5 -0.8
O -2.76859 -1.38951 2.41800 -1.3 -1.6 3.4
```
Positions in Å, forces in eV/Å.

The value obtained for the largest force on an atom is 0.07992 hartree/bohr. Its spin multiplicity is 1. Its HOMO-LUMO gap is 0.2113 Eh. The relative energy (zero: lowest compared OMol25 entry of this formula, charge and spin) comes out at 61.2 kcal/mol. As for the total charge: -2. The calculation puts the HOMO energy at 0.38 eV.

=====

# 2
Entry from the OMol25 dataset: 2 unconnected molecules or ions with the total composition C5H11N3O at a distorted geometry (the ωB97M-V functional and the def2-TZVPD basis).

The geometry in XYZ format:
```
20
Properties=species:S:1:pos:R:3:forces:R:3
C 1.93581 1.45117 -0.28983 0.2 -0.3 -0.3
N 0.79995 0.66300 0.13665 -0.2 -1.2 0.1
C -0.20573 1.39147 0.87651 -0.2 -0.2 0.4
C 0.84802 -0.73165 0.24782 1.5 0.5 1.5
N 1.93422 -1.33019 -0.38715 0.6 -0.1 -0.5
O 0.13614 -1.42472 0.96458 -0.5 0.7 -0.9
H 2.37404 1.05753 -1.20778 -0.1 0.1 -0.1
H 1.60589 2.46948 -0.49160 0.0 -0.1 0.0
H 2.73116 1.48302 0.46496 -0.1 0.1 0.1
H -0.80299 0.68459 1.44608 -0.2 0.0 -0.4
H 0.22437 2.03962 1.64280 0.3 0.2 -0.2
H -0.81089 1.97285 0.17528 -0.1 0.0 0.3
H 2.16324 -2.25642 -0.05932 -0.6 0.0 0.1
H 2.80404 -0.83487 -0.49639 -0.3 0.5 -0.2
C -3.05694 -0.36671 0.62088 -0.3 0.0 -1.7
C -2.62489 -0.74251 -0.44924 -0.9 -0.4 2.2
N -2.17223 -1.50264 -1.44818 0.7 0.4 -0.8
H -3.76445 -0.04973 1.33499 0.2 0.4 0.6
H -2.88249 -2.11948 -1.82647 0.6 -0.1 0.1
H -1.23625 -1.85377 -1.25461 -0.5 -0.3 -0.3
```
Positions in Å, forces in eV/Å.

The value obtained for the largest force on an atom is 0.04705 hartree/bohr. Its spin multiplicity is 1. Its HOMO-LUMO gap is 0.3326 Eh. The relative energy (zero: lowest compared OMol25 entry of this formula, charge and spin) comes out at 61.3 kcal/mol. The calculation puts the HOMO energy at -8.24 eV.

=====

# 3
Entry from the OMol25 dataset: a molecular structure, C33H77AgF3N11O11Pt at a distorted geometry (the ωB97M-V functional and the def2-TZVPD basis).

The geometry in XYZ format:
```
137
Properties=species:S:1:pos:R:3:forces:R:3
Ag 18.83515 0.21765 -5.06055 -0.8 -0.7 -0.6
Pt 16.92006 -1.40643 -7.50135 0.8 -0.9 0.6
F 18.24438 0.34230 -7.36257 0.0 -0.1 0.3
F 16.86603 -1.55560 -5.25751 0.2 0.3 -0.2
F 18.22076 -3.12326 -7.62235 0.2 0.3 0.1
C 22.74671 -1.57329 -6.84791 2.6 1.3 0.2
O 23.85693 -1.30754 -6.30031 -2.5 -0.7 -1.0
N 22.26000 -0.90976 -7.92154 0.2 -0.1 0.3
C 20.98690 -1.29552 -8.48399 -0.4 0.1 -0.9
C 22.92265 0.18403 -8.64093 0.2 0.2 1.1
H 22.08319 -2.39763 -6.54392 0.1 0.2 0.2
H 21.20851 -2.02281 -9.26503 -0.4 -0.3 -0.1
H 20.53263 -0.42874 -8.96403 0.0 0.1 0.1
H 20.20947 -1.66113 -7.81314 0.4 -0.2 0.3
H 23.99103 0.26731 -8.44159 0.0 -0.5 0.2
H 22.78880 0.12932 -9.72130 -0.2 -0.3 0.1
H 22.49069 1.10554 -8.25065 -0.1 0.3 -0.3
C 19.73203 -2.87500 -4.47775 0.4 1.0 -1.1
O 20.32834 -1.79167 -4.41140 -0.4 -0.8 0.1
N 19.96743 -3.90677 -3.66212 -0.1 -0.7 0.2
C 19.21580 -5.14178 -3.74939 -0.4 -0.6 0.5
C 21.01466 -3.84283 -2.68681 0.8 0.4 1.0
H 19.03136 -3.09586 -5.29780 -0.3 0.2 0.2
H 18.63668 -5.35464 -2.85083 0.1 0.4 0.5
H 19.85547 -6.02135 -3.82202 0.3 0.1 -0.5
H 18.44131 -5.16068 -4.51615 0.5 0.4 -0.4
H 21.86633 -4.49895 -2.86642 -0.2 -0.5 -0.4
H 21.48359 -2.86135 -2.61679 -0.5 0.2 -0.4
H 20.65116 -4.05752 -1.68188 -0.2 -0.2 0.0
C 14.52671 -3.44327 -8.89769 0.6 0.8 1.3
O 15.19000 -2.83012 -8.04408 -1.9 -1.1 -0.5
N 13.18304 -3.66399 -8.86067 1.7 0.3 -1.4
C 12.59389 -4.58411 -9.80388 -0.9 -0.8 0.4
C 12.23458 -3.14188 -7.90843 0.5 -1.0 0.2
H 15.06361 -3.86822 -9.75988 -0.4 -0.1 0.0
H 11.58232 -4.24186 -10.02229 0.1 0.2 -0.4
H 12.44949 -5.52355 -9.27030 0.1 -0.3 -0.2
H 13.13034 -4.81522 -10.72415 0.3 0.5 0.2
H 11.51905 -2.50484 -8.42834 0.2 0.6 0.3
H 11.66643 -4.01677 -7.59239 -0.2 0.1 0.5
H 12.79127 -2.75383 -7.05543 -0.4 0.4 -0.1
C 15.18324 -7.68909 -7.75975 -1.7 1.9 0.4
O 14.34120 -7.03800 -8.41933 1.8 -1.5 0.8
N 15.71343 -7.23811 -6.58490 -0.2 0.0 0.1
C 16.64011 -8.04052 -5.80305 0.4 0.3 0.3
C 15.41375 -5.87419 -6.06679 0.9 -0.1 -1.4
H 15.50745 -8.71694 -7.98474 0.0 0.2 -0.3
H 16.24851 -8.23702 -4.80499 -0.3 -0.2 0.0
H 17.57679 -7.51263 -5.62399 0.1 0.3 -0.2
H 16.95017 -8.98341 -6.25353 -0.5 0.0 -0.3
H 15.21669 -5.79656 -4.99757 -0.4 -0.6 -0.1
H 16.28388 -5.24605 -6.25763 0.4 0.1 0.1
H 14.66761 -5.42478 -6.72208 -0.4 -0.3 0.5
C 17.56672 2.29296 -2.57375 -0.8 -0.5 0.5
O 18.06236 1.25751 -2.95894 0.9 -0.6 0.2
N 16.68842 2.99046 -3.27621 -2.2 0.1 -0.9
C 15.87954 4.03507 -2.63648 1.6 1.1 -0.5
C 16.21446 2.58763 -4.61024 -0.4 0.6 -0.3
H 17.67242 2.71896 -1.56402 0.5 -0.2 0.1
H 16.28689 4.22270 -1.64302 -0.5 -0.3 0.2
H 14.79194 3.97453 -2.67594 0.1 -0.8 0.2
H 16.12079 4.96196 -3.15686 -0.2 0.3 -0.2
H 16.64782 1.72859 -5.12244 0.9 0.2 0.5
H 15.16045 2.31055 -4.63029 -0.3 0.2 0.6
H 16.28585 3.48516 -5.22460 0.2 -0.1 -0.3
C 21.99111 0.94170 -4.32283 1.7 -1.5 -0.7
O 20.80443 1.11379 -4.52914 0.8 1.6 0.2
N 23.06583 1.76091 -4.52042 0.6 -0.4 0.2
C 22.92024 3.03417 -5.16383 0.2 1.2 0.0
C 24.50010 1.32082 -4.24665 -1.4 0.8 -0.5
H 22.38270 -0.06349 -4.10271 -0.3 -0.1 0.5
H 23.66215 3.24261 -5.93469 0.0 -0.9 -0.5
H 23.17259 3.87702 -4.52038 -0.5 0.0 0.7
H 21.92050 3.17571 -5.57442 0.1 -0.2 0.1
H 24.97943 2.03202 -3.57394 -0.3 0.0 0.3
H 24.57197 0.31100 -3.84268 -0.3 0.1 -0.2
H 25.05623 1.41268 -5.17959 -0.1 -0.4 -0.1
C 13.95878 0.36083 -7.44975 1.8 -0.2 0.3
O 15.07939 -0.15262 -7.36186 -2.0 1.0 0.0
N 13.75082 1.61877 -7.83555 -1.5 3.0 -0.2
C 12.36376 2.22649 -7.82350 0.8 -2.0 -0.3
C 14.73501 2.60132 -8.31689 1.0 -1.1 -0.7
H 13.00057 -0.11464 -7.18907 0.3 -0.4 0.1
H 12.11514 2.53172 -8.83992 0.2 0.6 0.2
H 12.21468 2.98324 -7.05329 0.3 0.1 -0.3
H 11.67656 1.40098 -7.63807 -0.1 0.1 0.3
H 15.75751 2.22487 -8.34660 0.0 -0.5 0.8
H 14.60016 2.75605 -9.38739 -0.6 0.4 -0.1
H 14.75203 3.55946 -7.79748 -0.4 -0.2 0.2
C 11.96839 0.14498 -3.19308 2.4 -1.5 -1.4
O 10.95370 0.50492 -2.74241 -4.3 1.5 1.2
N 13.11977 0.19683 -2.53670 2.9 0.7 -0.2
C 13.26182 0.84041 -1.25109 -0.4 0.3 0.8
C 14.36817 -0.17754 -3.18501 0.6 -0.1 -0.4
H 12.08305 -0.34989 -4.16989 -0.1 0.0 -0.3
H 13.32076 0.04246 -0.51088 -0.1 0.4 0.5
H 12.49160 1.57518 -1.01661 -0.9 -0.8 -0.2
H 14.08532 1.53619 -1.09038 1.0 -0.6 -0.8
H 15.05100 0.65464 -3.35623 -0.2 0.3 0.4
H 14.96035 -0.90858 -2.63455 -0.2 -0.1 0.4
H 14.27021 -0.60256 -4.18394 -0.6 -0.1 0.0
C 17.19208 -0.20275 0.14096 -1.4 1.6 3.0
O 16.64372 0.43268 1.09267 1.4 -1.5 -2.4
N 18.37327 -0.82925 0.24641 1.0 -1.8 -0.3
C 18.94412 -1.55114 -0.90132 -0.1 0.5 -0.4
C 19.12654 -0.94938 1.50329 -0.8 0.9 1.5
H 16.69613 -0.28389 -0.83866 0.3 0.0 0.0
H 18.28615 -1.54780 -1.77032 -0.2 0.4 0.1
H 19.14759 -2.60926 -0.73678 0.0 0.1 0.6
H 19.85746 -1.04270 -1.21019 0.1 -0.2 -0.1
H 18.49540 -1.13738 2.37186 -0.9 0.1 -0.3
H 19.84626 -1.74812 1.68251 0.2 -0.1 -1.5
H 19.57952 -0.00472 1.80418 0.3 0.1 -0.4
C 18.01348 -1.94660 -10.52526 -0.7 1.0 2.8
O 17.06648 -1.58322 -9.78932 0.5 -0.7 -2.1
N 18.66178 -1.07950 -11.28822 0.3 1.1 -1.6
C 19.92816 -1.38799 -11.93898 -0.4 -0.9 0.4
C 18.09421 0.23022 -11.69254 -0.4 -0.8 0.6
H 18.49413 -2.93113 -10.41631 -0.2 0.0 -0.1
H 19.72780 -1.78326 -12.93483 0.4 0.5 -0.3
H 20.43977 -2.18901 -11.40538 -0.1 0.0 0.1
H 20.57469 -0.51157 -11.89459 -0.1 0.0 -0.4
H 17.00981 0.22851 -11.58222 0.1 -0.2 0.4
H 18.51340 1.01910 -11.06801 0.0 0.1 -0.2
H 18.25512 0.39309 -12.75823 0.5 0.0 0.1
C 14.06766 -3.53152 -3.76205 -0.8 -0.6 0.0
O 12.84773 -3.47868 -3.79427 0.1 0.4 -0.4
N 14.73863 -3.84706 -2.64324 1.0 -0.4 1.3
C 16.18739 -3.95196 -2.61376 0.1 1.1 -1.9
C 14.07067 -4.22934 -1.39983 0.0 -0.3 -0.8
H 14.71208 -3.43363 -4.64938 0.0 0.4 0.0
H 16.68262 -3.09828 -2.15108 -0.1 -0.3 1.1
H 16.52032 -3.72215 -3.62591 0.0 -0.3 -0.5
H 16.60161 -4.93080 -2.37212 -0.4 0.1 0.5
H 14.52818 -5.17531 -1.11014 0.0 0.0 0.4
H 14.22189 -3.48448 -0.61854 -0.1 0.0 0.0
H 13.01748 -4.42806 -1.59832 0.1 0.3 0.1
```
Positions in Å, forces in eV/Å.

The value obtained for the largest force on an atom is 0.09144 hartree/bohr. Its spin multiplicity is 3. Its HOMO-LUMO gap (spin up / spin down) is 0.2632 / 0.2828 Eh. Its expectation value of S² is 2.0041. The calculation puts the HOMO energy (spin up / spin down) at -6.81 / -7.34 eV.

=====

no.,molar mass (g/mol)
1,123.177
2,129.163
3,1163.985